# 1
Molecular formula: C37H37GeIN3NiOPS3
Method: DFT, ωB97M-V/def2-TZVPD

Calculated values
Net charge   -2
HOMO level (alpha / beta)   0.179 / 0.290 eV
Energy relative to the best compared isomer or geometry (same formula, charge and spin)   214.8 kJ/mol

The geometry in XYZ format:
```
85
C37H37GeIN3NiOPS3 (ωB97M-V/def2-TZVPD)
Ni 0.20 -0.05 0.79
N 1.14 -3.55 3.85
C 1.22 -2.39 3.07
O 2.10 -2.29 2.24
C 0.15 -1.37 3.42
C 0.24 0.01 2.77
H 1.64 -4.34 3.47
H 0.25 -3.76 4.28
H 0.18 -1.32 4.52
H -0.81 -1.84 3.15
H 0.99 0.59 3.31
H -0.73 0.51 2.93
I 0.01 3.93 2.34
C -2.00 4.44 2.56
C -2.32 5.07 3.73
C -3.60 5.64 3.93
C -4.50 5.63 2.91
C -4.20 4.97 1.69
C -5.15 5.03 0.63
C -4.88 4.41 -0.55
C -3.71 3.63 -0.68
C -2.78 3.50 0.31
P -1.47 2.07 0.23
C -2.67 0.83 -0.44
C -3.36 0.10 0.53
C -4.32 -0.84 0.18
C -4.60 -1.08 -1.15
C -3.92 -0.37 -2.13
C -2.96 0.58 -1.78
C -0.61 2.67 -1.29
C 0.03 1.77 -2.15
C 0.73 2.22 -3.26
C 0.85 3.59 -3.51
C 0.25 4.49 -2.66
C -0.49 4.03 -1.56
C -2.97 4.28 1.51
H -1.56 5.15 4.50
H -3.83 6.12 4.87
H -5.46 6.11 3.02
H -6.07 5.57 0.78
H -5.59 4.47 -1.37
H -3.55 3.09 -1.60
H -3.11 0.26 1.58
H -4.81 -1.41 0.96
H -5.34 -1.83 -1.43
H -4.12 -0.56 -3.18
H -2.43 1.11 -2.56
H -0.01 0.71 -1.94
H 1.21 1.51 -3.92
H 1.41 3.94 -4.37
H 0.35 5.56 -2.83
H -0.95 4.76 -0.90
C 4.62 -0.03 1.90
Ge 3.36 0.29 0.40
C 4.30 1.67 -0.69
C 3.39 -1.33 -0.70
C 1.65 0.99 0.79
H 5.56 -0.48 1.56
H 4.15 -0.69 2.63
H 4.86 0.93 2.39
H 5.36 1.41 -0.85
H 4.25 2.64 -0.19
H 3.81 1.76 -1.66
H 4.34 -1.41 -1.24
H 2.56 -1.28 -1.42
H 3.25 -2.22 -0.08
H 1.76 1.98 1.27
S 1.19 -7.32 0.81
C 0.83 -5.79 0.22
S -0.27 -4.74 1.00
C 0.02 -3.44 -0.16
N 0.86 -3.82 -1.08
N 1.29 -5.13 -0.86
C 2.21 -5.62 -1.85
C 2.29 -6.97 -2.16
C 3.20 -7.39 -3.13
C 4.01 -6.49 -3.78
C 3.90 -5.14 -3.48
C 3.00 -4.70 -2.52
S -0.91 -2.01 -0.06
H 1.65 -7.68 -1.66
H 3.25 -8.45 -3.36
H 4.73 -6.83 -4.52
H 4.52 -4.41 -3.99
H 2.91 -3.65 -2.28
```

# 2
Molecular formula: C37H37N3OP2ReS
Method: DFT, ωB97M-V/def2-TZVPD

Calculated values
Net charge   +2
Multiplicity   2
Expectation value of S²   0.7604
HOMO level (alpha / beta)   -13.511 / -13.513 eV
Energy relative to the best compared isomer or geometry (same formula, charge and spin)   12.5 kJ/mol

The geometry in XYZ format:
```
82
C37H37N3OP2ReS (ωB97M-V/def2-TZVPD)
Re 0.58 -0.01 -0.17
C 1.39 -0.97 -3.14
P 1.80 -1.50 -1.42
C 3.58 -1.70 -1.37
C 4.31 -1.16 -0.31
C 5.69 -1.32 -0.27
C 6.34 -2.01 -1.28
C 5.61 -2.54 -2.34
C 4.24 -2.39 -2.38
C 1.06 -3.16 -1.26
C -0.33 -3.27 -1.29
C -0.94 -4.50 -1.09
C -0.16 -5.63 -0.86
C 1.22 -5.52 -0.83
C 1.83 -4.29 -1.02
C 0.05 -0.36 -3.11
C -0.85 -0.14 -4.17
C -1.92 0.54 -3.65
C -1.66 0.73 -2.27
C -2.51 1.39 -1.28
P -3.02 0.11 0.00
C -1.68 0.30 1.26
C -1.69 -0.75 2.21
C -1.10 -0.58 3.45
C -0.42 0.60 3.75
C -0.34 1.61 2.80
C -0.98 1.47 1.57
C -4.37 1.04 0.82
C -4.30 1.56 2.11
C -5.40 2.21 2.66
C -6.57 2.34 1.93
C -6.65 1.81 0.64
C -5.56 1.15 0.10
N -0.46 0.16 -1.93
H 1.46 -1.75 -3.89
H 2.13 -0.19 -3.40
H 3.81 -0.61 0.48
H 6.26 -0.90 0.55
H 7.41 -2.13 -1.25
H 6.12 -3.08 -3.13
H 3.68 -2.83 -3.21
H -0.96 -2.41 -1.47
H -2.02 -4.58 -1.12
H -0.63 -6.59 -0.71
H 1.83 -6.40 -0.65
H 2.91 -4.22 -0.99
H -0.69 -0.45 -5.19
H -2.80 0.88 -4.16
H -3.41 1.78 -1.74
H -1.97 2.21 -0.81
H -2.24 -1.66 1.98
H -1.18 -1.37 4.19
H 0.02 0.74 4.73
H 0.18 2.53 3.03
H -1.03 2.33 0.91
H -3.40 1.47 2.70
H -5.34 2.60 3.66
H -7.42 2.84 2.36
H -7.57 1.90 0.07
H -5.65 0.72 -0.89
C 2.49 -2.14 3.29
C 1.67 -2.16 2.03
O 1.29 -0.80 1.65
H 2.89 -3.13 3.48
H 1.89 -1.85 4.15
H 3.33 -1.45 3.20
H 0.76 -2.74 2.13
H 2.23 -2.54 1.18
H 0.96 -0.34 2.45
C -1.45 5.14 -0.75
C -0.04 4.76 -0.40
C 0.89 5.69 0.05
C 2.16 5.22 0.36
N 2.50 3.94 0.22
C 1.54 3.15 -0.22
S 2.13 1.46 -0.51
N 0.30 3.47 -0.54
H -1.61 6.21 -0.64
H -2.15 4.62 -0.10
H -1.66 4.85 -1.78
H 0.64 6.73 0.16
H 2.93 5.89 0.72
```

# 3
Molecular formula: C37H38AsIIrN2O9P2
Method: DFT, ωB97M-V/def2-TZVPD

Calculated values
Net charge   +2
Multiplicity   2
Expectation value of S²   0.7992
HOMO level (alpha / beta)   -12.179 / -12.189 eV

The geometry in XYZ format:
```
91
C37H38AsIIrN2O9P2 (ωB97M-V/def2-TZVPD)
Ir 2.31 -0.07 1.26
C 0.10 -2.58 -0.33
C -1.26 -2.79 -0.98
As -1.55 -2.25 -2.82
C -2.30 -0.49 -2.74
C -1.75 0.55 -3.49
C -2.36 1.80 -3.46
C -3.50 2.00 -2.70
C -4.05 0.95 -1.96
C -3.46 -0.30 -1.99
C -3.02 -3.28 -3.41
C -3.59 -2.89 -4.63
C -4.76 -3.49 -5.07
C -5.34 -4.50 -4.30
C -4.76 -4.91 -3.11
C -3.59 -4.33 -2.67
P 0.62 -0.85 -0.17
C -0.84 -0.01 0.43
C -1.23 1.26 0.01
C -2.29 1.91 0.64
C -2.95 1.29 1.69
C -2.57 0.02 2.12
C -1.50 -0.62 1.51
C 1.12 -0.29 -1.81
C 1.40 -1.20 -2.83
C 1.89 -0.76 -4.05
C 2.15 0.58 -4.25
C 1.94 1.49 -3.22
C 1.43 1.07 -2.01
H 0.90 -3.13 -0.82
H 0.05 -2.99 0.68
H -2.04 -2.28 -0.41
H -1.46 -3.86 -0.96
H -0.87 0.39 -4.10
H -1.94 2.62 -4.05
H -3.98 2.98 -2.69
H -4.95 1.11 -1.38
H -3.91 -1.12 -1.44
H -3.13 -2.11 -5.23
H -5.21 -3.19 -6.00
H -6.24 -4.99 -4.66
H -5.23 -5.69 -2.52
H -3.14 -4.67 -1.74
H -0.74 1.76 -0.82
H -2.58 2.90 0.31
H -3.78 1.80 2.18
H -3.10 -0.46 2.93
H -1.18 -1.58 1.89
H 1.33 -2.27 -2.66
H 2.09 -1.48 -4.84
H 2.55 0.92 -5.20
H 2.19 2.54 -3.35
H 1.30 1.79 -1.21
C 5.16 -1.01 -1.25
O 5.42 -0.43 0.06
P 4.43 0.56 0.72
O 5.21 1.11 1.95
C 5.86 0.27 2.96
O 4.25 1.79 -0.21
C 5.29 2.81 -0.39
H 6.11 -1.38 -1.61
H 4.77 -0.25 -1.93
H 4.45 -1.83 -1.16
H 6.25 0.95 3.70
H 6.66 -0.30 2.50
H 5.13 -0.40 3.43
H 5.09 3.27 -1.35
H 6.28 2.37 -0.38
H 5.19 3.54 0.40
O 0.66 3.56 1.28
C 0.98 2.55 1.83
O 1.86 1.71 1.20
C 0.42 2.14 3.14
C 0.66 0.76 3.67
C -0.40 0.34 4.62
C -1.17 1.20 5.29
C -1.09 2.56 4.94
C -0.36 3.02 3.84
N -1.93 3.52 5.68
O -1.93 4.67 5.29
O -2.57 3.08 6.61
N -0.57 -1.11 4.82
O 0.14 -1.84 4.14
O -1.40 -1.49 5.61
H 0.69 0.04 2.84
H -1.88 0.87 6.04
H -0.46 4.05 3.51
I 2.45 1.91 5.96
C 2.07 0.63 4.33
H 2.85 0.86 3.60
H 2.20 -0.39 4.70
```

Number 1: F_max 1.230 eV/A, electronic energy -192939.4541 eV. Number 2: F_max 0.511 eV/A, electronic energy -77016.8289 eV. Number 3: F_max 2.841 eV/A, electronic energy -150726.4188 eV.